{
  "formula": "C22H25NO",
  "method": "ωB97M-V/def2-TZVPD",
  "spin_multiplicity": 1,
  "e_homo_ev": -8.408,
  "homo_lumo_gap_ev": 9.242,
  "smiles": "C[C@@H](NCC[C@@H](Cc1ccccc1)c1ccco1)c1ccccc1",
  "de_lowest_ev": 1.1085,
  "elements": ["C", "C", "N", "C", "C", "C", "C", "C", "C", "C", "C", "C", "C", "C", "C", "C", "C", "O", "C", "C", "C", "C", "C", "C", "H", "H", "H", "H", "H", "H", "H", "H", "H", "H", "H", "H", "H", "H", "H", "H", "H", "H", "H", "H", "H", "H", "H", "H", "H"],
  "xyz": [[-0.980286, -0.075028, 4.039867], [-0.351212, -1.373997, 3.539143], [-0.803709, -1.679745, 2.179816], [-0.340861, -0.800230, 1.123115], [-0.959961, -1.227520, -0.205554], [-0.578091, -0.272922, -1.342207], [-1.139469, -0.774191, -2.690111], [-0.759433, 0.172339, -3.791581], [0.493193, 0.093117, -4.386681], [0.870595, 0.999008, -5.361298], [-0.000498, 2.001943, -5.750959], [-1.251012, 2.089543, -5.164320], [-1.626676, 1.180253, -4.191879], [-1.082580, 1.107157, -1.072779], [-0.439070, 2.308878, -1.042807], [-1.429632, 3.284643, -0.770723], [-2.599180, 2.602844, -0.658456], [-2.399688, 1.286376, -0.840804], [1.160551, -1.407540, 3.658191], [1.959947, -0.305914, 3.376421], [3.340147, -0.404208, 3.421966], [3.945727, -1.604649, 3.748231], [3.160921, -2.710203, 4.028350], [1.782651, -2.609990, 3.978628], [-0.633070, 0.790085, 3.484276], [-2.059554, -0.139564, 3.931723], [-0.734653, 0.067760, 5.089323], [-0.752715, -2.187594, 4.158172], [-0.534279, -2.633042, 1.953239], [0.759371, -0.785920, 1.024793], [-0.669974, 0.214308, 1.356569], [-2.044795, -1.248061, -0.095135], [-0.624820, -2.237278, -0.454443], [0.512923, -0.213861, -1.416257], [-0.738448, -1.769591, -2.890871], [-2.225405, -0.845129, -2.611518], [1.176993, -0.687995, -4.084717], [1.847027, 0.923327, -5.817786], [0.293907, 2.711335, -6.510389], [-1.935899, 2.869268, -5.464497], [-2.604774, 1.253185, -3.738212], [0.606705, 2.477999, -1.198609], [-1.285413, 4.341232, -0.674855], [-3.602023, 2.923606, -0.456832], [1.509970, 0.641771, 3.122965], [3.945081, 0.463452, 3.200758], [5.022676, -1.678624, 3.785195], [3.623270, -3.652141, 4.286078], [1.175525, -3.478494, 4.197462]],
  "forces_ev_per_a": [[0.09, -0.32, -0.05], [-0.13, 0.04, 0.09], [-0.13, -0.27, -0.05], [-0.06, -0.11, -0.16], [0.26, 0.30, 0.17], [-0.55, -0.22, 0.08], [0.25, 0.15, 0.08], [-0.11, -0.15, -0.13], [-0.05, -0.02, 0.03], [0.12, 0.03, -0.04], [0.03, 0.08, -0.08], [-0.04, 0.08, -0.04], [0.00, -0.04, -0.03], [1.17, 0.36, -0.04], [-0.19, -0.62, 0.03], [-0.55, -0.10, 0.07], [0.19, 0.96, 0.05], [-0.22, -0.61, -0.03], [-0.06, -0.09, 0.05], [-0.05, 0.00, 0.07], [0.08, 0.08, -0.03], [0.10, -0.02, 0.00], [0.08, -0.10, 0.00], [-0.04, 0.06, 0.01], [0.03, 0.14, -0.03], [-0.10, 0.02, -0.01], [0.02, 0.08, 0.09], [0.12, 0.12, -0.05], [-0.04, 0.07, 0.05], [-0.13, 0.08, 0.00], [0.08, 0.04, -0.04], [-0.04, -0.06, -0.02], [-0.03, -0.07, -0.04], [-0.07, 0.09, -0.01], [-0.06, -0.05, 0.01], [-0.02, -0.07, 0.00], [0.08, -0.10, 0.03], [0.07, -0.01, -0.04], [0.02, 0.05, -0.06], [-0.06, 0.06, -0.02], [-0.10, 0.00, 0.08], [0.24, -0.06, -0.06], [-0.06, 0.23, 0.04], [-0.16, -0.06, 0.02], [-0.07, 0.10, -0.02], [0.05, 0.06, -0.01], [0.08, 0.00, 0.01], [0.04, -0.07, 0.02], [-0.07, -0.07, 0.03]]
}